The following is a DFT calculation (ωB97M-V with the def2-TZVPD basis set) of a molecular structure, C33H34BrCrN8O3S in a non-equilibrium geometry.

Calculated values
orbital gap (spin up / spin down): 6.56 / 6.35 eV
HOMO energy (spin up / spin down): -12.68 / -12.68 eV
<S²>: 3.7885
net charge: +2
LUMO energy (spin up / spin down): -6.120 / -6.331 eV
spin multiplicity: 4
E_tot: -162124.217 eV

XYZ file:
```
81
Properties=species:S:1:pos:R:3:forces:R:3
Cr -0.8195 -1.0189 0.2791 -0.168 -0.262 -0.285
N 2.7253 -1.1636 2.7535 -0.517 -0.365 1.402
C 1.7512 -0.9288 1.8787 0.017 -0.277 -0.532
S 0.0891 -1.1628 2.4160 0.205 -0.100 0.280
N 2.1125 -0.5847 0.6680 0.303 -0.135 0.231
N 1.0754 -0.5147 -0.1912 -1.190 -0.655 1.086
C 1.2337 0.0084 -1.3278 1.013 2.100 -2.651
C 2.4806 0.7464 -1.7103 0.685 -0.524 0.949
C 3.5049 0.2114 -2.5007 -0.348 0.368 0.423
C 4.6961 0.8988 -2.6991 -1.823 -0.012 0.629
C 4.8784 2.0850 -2.0307 1.320 0.667 -0.551
C 3.9081 2.6398 -1.2297 -0.544 -0.660 0.132
C 2.7186 1.9374 -1.0332 -0.379 1.396 0.166
C 0.0873 0.0492 -2.2874 1.254 -1.674 1.417
C 0.2389 0.2539 -3.6304 1.199 0.301 -1.308
C -0.7843 -0.0789 -4.5268 0.509 1.073 0.322
C -1.9957 -0.4501 -3.9907 -0.336 -0.438 0.351
C -2.0573 -0.6165 -2.6096 0.234 -0.646 0.688
N -1.0103 -0.4927 -1.7576 -1.956 0.486 -1.216
H 2.4520 -1.4358 3.7095 0.644 0.354 -0.922
H 3.6927 -1.0766 2.4738 -0.154 0.070 0.144
H 3.4110 -0.7761 -2.8791 -0.260 -0.681 -0.621
H 5.3680 0.5392 -3.4187 1.148 -0.509 -0.525
H 5.8336 2.5875 -2.1828 -0.295 0.129 0.114
H 4.0763 3.5913 -0.7623 -0.020 0.192 0.247
H 1.9656 2.4229 -0.3774 0.355 -0.630 -0.439
H 1.2406 0.5760 -3.9891 -0.959 -0.126 0.226
H -0.6266 0.0800 -5.5885 -0.082 -0.267 0.086
H -2.8666 -0.7081 -4.6013 0.355 0.264 0.272
H -2.9561 -0.9756 -2.1475 -0.356 -0.071 0.000
C -3.9294 -1.9795 0.0653 -0.984 0.260 0.406
O -2.9928 -0.9380 0.4424 0.445 0.266 -0.307
C -3.4196 0.3989 0.5120 -1.932 -0.290 -0.010
C -4.7752 0.8053 0.4705 0.482 0.172 0.105
C -5.0693 2.1671 0.6071 1.092 -0.611 -0.195
Br -6.7563 2.8826 0.5398 -1.175 -0.099 -0.069
C -4.0504 3.0891 0.7503 0.748 1.275 -0.005
C -2.7210 2.7164 0.8040 -0.075 -0.356 -0.060
C -2.4527 1.3451 0.6804 0.889 1.424 0.318
O -1.1200 0.9201 0.7512 -0.010 0.017 -0.283
C -1.6485 3.7627 0.9855 -1.508 -2.817 -0.835
N -1.4390 4.3997 2.0581 -0.498 0.633 2.222
C -0.3630 5.2170 1.8088 -0.099 1.056 -0.997
C 0.1579 6.3042 2.5196 -0.381 -0.197 1.096
C 1.1599 7.0519 1.9400 0.375 0.379 -0.634
C 1.5714 6.8242 0.5931 -1.197 -1.595 1.091
C 1.0202 5.7595 -0.1315 0.802 1.086 0.032
C 0.0250 5.0124 0.4806 1.485 0.563 0.062
N -0.7658 4.0133 0.0009 0.196 -0.762 -2.575
H -4.6188 -1.6890 -0.7424 0.507 0.252 0.149
H -4.5547 -2.2218 0.9331 0.232 0.014 -0.106
H -3.3564 -2.8388 -0.2414 0.296 -0.086 -0.063
H -5.5971 0.1144 0.3520 0.114 -0.161 0.006
H -4.2328 4.1746 0.7670 -0.254 -0.692 0.185
H -0.6828 1.2493 1.5556 -0.048 -0.036 0.026
H -0.2928 6.5375 3.5069 0.672 -0.156 -0.677
H 1.6668 7.8586 2.4828 -0.508 -0.284 -0.151
H 2.3139 7.4538 0.1790 0.622 0.394 -0.453
H 1.3745 5.5593 -1.1362 -0.213 0.021 -0.062
H -0.7855 3.6330 -0.9756 -0.034 0.757 1.610
C 1.5269 -3.5438 -1.2544 2.071 -0.680 1.576
N 1.0628 -4.1677 0.0210 0.252 0.498 -1.425
C 2.0059 -5.0951 0.6910 -0.206 -0.126 -1.131
C 1.2461 -6.0778 1.5514 -1.371 1.072 -0.693
C 0.3981 -5.2214 2.4955 -0.955 -0.405 0.233
N -0.4885 -4.3036 1.7245 0.325 0.262 -0.612
C -1.8852 -4.1883 2.1757 1.394 -0.773 1.272
C -0.0948 -3.7923 0.5463 -0.377 -0.101 0.673
O -0.8577 -2.9330 -0.0841 0.365 -0.061 0.330
H 1.9813 -4.3495 -1.8329 -0.247 0.085 -0.188
H 2.3719 -2.8315 -1.0304 -0.931 -0.434 -0.178
H 0.7404 -3.0797 -1.7846 -0.790 0.396 -0.406
H 2.6140 -4.4339 1.3034 0.615 -0.354 0.085
H 2.6046 -5.6322 -0.0982 -0.502 0.798 0.809
H 1.9374 -6.6383 2.1041 0.935 -0.919 0.866
H 0.6193 -6.7769 0.9519 0.396 0.577 0.335
H 1.0454 -4.6616 3.2103 -0.553 -0.226 -0.504
H -0.3145 -5.8532 3.0683 0.712 0.346 -0.124
H -2.1397 -5.2270 2.3430 -0.816 -0.114 0.020
H -2.5375 -3.7263 1.4758 -0.191 0.268 -0.536
H -1.9253 -3.6930 3.1566 -0.017 0.098 -0.346
```
Forces are in eV/Å.